[1]
This record from the OMol25 dataset describes C25H26ClIrN4O as an isolated structure. The level of theory is ωB97M-V/def2-TZVPD.

```
58
Properties=species:S:1:pos:R:3:mulliken_charge:R:1
Ir -0.327 -1.418 0.171 0.484
Cl 3.403 5.966 -2.566 -0.210
O -1.571 -1.358 1.396 -0.398
N -1.419 1.515 1.777 0.217
N -2.802 3.249 3.077 -0.185
N -0.508 -3.409 0.057 0.194
N 1.132 -1.841 -1.359 -0.269
C -1.522 3.828 2.681 -1.002
C -0.594 -6.173 -0.282 -0.377
C -2.688 1.768 1.090 -0.587
C 2.869 -2.942 -3.283 -0.591
C -1.417 -5.520 0.661 -0.847
C 0.632 1.172 -0.449 -2.078
C 1.992 -5.208 -2.759 -0.806
C 2.529 2.730 -0.417 -0.359
C 1.162 -5.986 -2.041 -0.938
C -0.688 2.785 1.893 -0.464
C -2.541 2.076 3.914 -0.703
C 0.744 3.053 -2.024 -0.288
C 2.597 4.561 -1.953 0.442
C 1.291 2.303 -0.954 0.729
C 0.272 -5.426 -1.049 0.755
C 2.033 -3.777 -2.574 1.115
C 0.309 -4.019 -0.869 -0.174
C 1.163 -3.206 -1.605 -0.202
C 1.386 4.168 -2.513 -0.798
C 1.967 -1.080 -2.075 0.300
C -3.518 2.824 1.872 -0.729
C 2.837 -1.564 -3.029 -1.100
C 3.172 3.844 -0.908 -0.792
C -1.710 1.024 3.130 -0.558
C -1.346 -4.159 0.798 -0.112
H -3.717 3.708 1.263 0.322
H -1.718 4.713 2.073 0.415
H -1.001 4.157 3.583 0.257
H -2.022 2.410 4.814 0.247
H 2.972 2.167 0.396 0.452
H -0.635 -7.248 -0.407 0.409
H -0.470 3.151 0.891 0.139
H 3.540 -3.357 -4.025 0.404
H 2.655 -5.643 -3.497 0.377
H -0.369 0.941 -0.811 0.794
H -0.199 2.741 -2.457 0.445
H 0.973 0.743 0.492 0.642
H -0.760 0.801 3.621 0.467
H -4.482 2.414 2.179 0.285
H 1.937 -0.018 -1.875 0.278
H 0.960 4.742 -3.325 0.415
H -3.502 1.662 4.225 0.364
H -2.108 -6.071 1.282 0.401
H -2.467 2.102 0.072 0.344
H 0.268 2.584 2.384 0.547
H -2.251 0.084 3.032 0.273
H -3.220 0.818 1.018 0.437
H -1.956 -3.615 1.504 0.377
H 1.143 -7.059 -2.189 0.377
H 4.116 4.168 -0.492 0.410
H 3.474 -0.872 -3.559 0.452
```

Computed properties:
HOMO-LUMO gap (alpha / beta) ... 5.2 / 6.4 eV
Charge ... 0
Multiplicity ... 5
E ... -49711.6230 eV
E_LUMO (alpha / beta) ... 0.0 / -1.3 eV
Relative energy (zero: lowest compared OMol25 entry of this formula, charge and spin) ... 0.0 kJ/mol
<S²> ... 6.08

[2]
This record from the OMol25 dataset describes C25H26IrN4O5S4 as an isolated structure. The level of theory is ωB97M-V/def2-TZVPD.

```
65
Properties=species:S:1:pos:R:3:mulliken_charge:R:1
Ir 1.037 0.919 0.440 2.293
S 4.778 -1.197 1.839 -0.170
S 3.564 3.093 -2.736 -0.165
S -1.448 0.594 1.900 1.349
S -0.534 -3.695 1.368 1.036
O 1.516 3.544 3.455 -0.667
O 1.603 2.552 1.464 -0.869
O 0.735 -4.474 1.245 -0.758
O -2.145 1.247 2.966 -0.802
O -1.929 -0.662 1.400 -0.346
N 0.126 0.465 2.215 -0.656
N 0.272 -1.558 -1.258 -0.325
N 2.287 1.692 -1.076 0.221
N 2.796 0.042 0.916 0.289
C -1.405 -3.912 -0.185 -0.060
C -2.589 -4.082 -2.673 -0.456
C 4.470 2.162 -1.630 -0.393
C 0.527 -0.651 -0.588 -0.358
C -1.419 1.693 0.481 -0.477
C -2.583 -3.212 -0.427 -0.251
C 1.333 2.578 2.762 0.587
C -1.731 3.977 -0.232 -1.357
C 3.909 0.536 0.246 -0.240
C -2.366 2.167 -1.688 -0.950
C 0.775 2.951 -2.565 -0.645
C -1.408 -4.766 -2.422 -0.401
C 0.691 1.299 3.287 -0.578
C 5.074 -0.016 0.644 -0.292
C 2.104 2.526 -2.071 0.295
C -2.813 4.523 -2.436 -1.715
C 3.098 -0.913 1.775 0.677
C -3.177 -3.311 -1.675 -0.721
C -1.955 1.251 -0.742 -0.119
C -0.807 -4.685 -1.169 -0.452
C -1.310 3.077 0.724 0.116
C 3.630 1.481 -0.818 -0.151
C -2.288 3.538 -1.436 1.180
C -1.651 -4.648 2.402 -1.296
C 2.167 -1.757 2.567 -1.161
H 0.862 3.707 -3.342 0.527
H 0.230 2.095 -2.963 0.259
H -2.104 0.189 -0.892 0.491
H -1.259 -4.608 3.416 0.412
H 5.546 2.167 -1.628 0.483
H -3.056 -4.152 -3.646 0.412
H -4.101 -2.783 -1.874 0.439
H 0.115 -5.206 -0.939 0.449
H -0.083 -2.456 -1.560 0.024
H 1.477 0.728 3.791 0.214
H 6.066 0.193 0.279 0.472
H -1.660 5.039 -0.030 0.425
H -3.897 4.611 -2.335 0.384
H -0.062 1.543 4.032 0.523
H -0.956 3.433 1.682 0.467
H -2.638 -4.187 2.367 0.387
H 1.167 -1.330 2.568 0.003
H -3.010 -2.583 0.344 0.397
H -2.793 1.819 -2.620 0.479
H -1.680 -5.675 2.040 0.415
H 2.120 -2.756 2.121 0.499
H 0.206 3.363 -1.734 -0.062
H -0.956 -5.372 -3.196 0.405
H -2.609 4.199 -3.456 0.392
H -2.386 5.513 -2.286 0.393
H 2.530 -1.861 3.590 0.499
```

Computed properties:
HOMO-LUMO gap ... 7.5 eV
Charge ... +1
E ... -88719.5881 eV
E_LUMO ... -3.8 eV
Relative energy (zero: lowest compared OMol25 entry of this formula, charge and spin) ... 73.5 kJ/mol

[3]
This record from the OMol25 dataset describes one molecule with the formula C25H26N4O. The level of theory is ωB97M-V/def2-TZVPD.

```
56
Properties=species:S:1:pos:R:3:mulliken_charge:R:1
O 2.859 0.649 -2.963 -0.495
N -0.466 -1.201 3.627 0.716
N 0.476 -0.937 2.735 -0.890
N -3.708 0.037 1.292 0.530
N 0.174 2.749 2.887 -0.653
C 3.568 -0.362 -6.370 -0.459
C 3.203 -1.564 -3.898 -0.148
C 3.491 -2.332 -5.012 -0.621
C 3.276 0.415 -5.266 -0.605
C -1.690 -1.222 3.066 -1.632
C 2.129 0.215 -1.884 0.549
C -1.120 2.379 0.919 -0.382
C -3.468 1.447 1.032 -1.346
C -0.136 -0.785 1.564 0.227
C 0.267 -0.928 -0.892 -0.577
C -2.041 1.881 3.054 -0.093
C 1.771 0.331 0.486 -0.940
C 3.670 -1.738 -6.250 -0.509
C -0.126 -1.416 5.002 -0.989
C -2.188 1.909 1.670 0.885
C -5.487 -1.615 1.670 -1.261
C -5.035 -0.391 0.881 -0.456
C 1.001 -0.588 -2.012 -0.042
C -0.843 2.299 3.604 -0.727
C 0.631 -0.464 0.369 0.373
C -2.640 -0.788 0.733 -1.525
C -1.533 -0.952 1.723 1.152
C 0.030 2.790 1.576 -0.445
C 3.084 -0.184 -4.025 0.501
C 2.511 0.671 -0.625 -0.980
H 0.878 3.168 1.021 0.499
H -0.654 -0.707 5.642 0.326
H 3.079 -2.028 -2.931 0.458
H -5.731 0.427 1.087 0.396
H -2.248 -0.343 -0.195 0.456
H -1.176 2.421 -0.159 0.331
H -4.844 -2.471 1.480 0.301
H 0.702 -0.943 -2.988 0.545
H -3.048 -1.772 0.486 0.419
H 3.195 1.489 -5.343 0.405
H -0.585 -1.583 -1.002 0.598
H 0.947 -1.266 5.103 0.325
H 3.390 1.292 -0.542 0.446
H -4.298 2.014 1.467 0.548
H -0.683 2.283 4.675 0.432
H -5.083 -0.602 -0.201 0.335
H -2.848 1.526 3.675 0.467
H 3.582 -3.403 -4.907 0.362
H -5.458 -1.396 2.734 0.276
H 3.714 0.110 -7.331 0.378
H -2.577 -1.409 3.637 0.579
H -0.381 -2.432 5.311 0.343
H -3.434 1.664 -0.053 0.331
H -6.504 -1.880 1.392 0.451
H 2.061 0.674 1.466 0.453
H 3.894 -2.344 -7.115 0.380
```

Computed properties:
HOMO-LUMO gap ... 8.7 eV
Charge ... 0
E ... -34354.3337 eV
E_LUMO ... 0.8 eV
SMILES ... CCN(Cc1ccncc1)Cc1cn(C)nc1-c1ccc(Oc2ccccc2)cc1
Relative energy (zero: lowest compared OMol25 entry of this formula, charge and spin) ... 153.1 kJ/mol

[4]
This record from the OMol25 dataset describes C25H26N4O7PdS as an isolated structure. The level of theory is ωB97M-V/def2-TZVPD.

```
64
Properties=species:S:1:pos:R:3:mulliken_charge:R:1
Pd 0.385 -0.650 1.132 0.120
S 1.707 0.711 -0.544 -0.339
O -1.703 -1.485 2.114 -0.195
O -1.374 -0.538 -0.549 -0.202
O 0.203 1.045 2.416 -0.642
O -3.908 -1.135 1.604 -0.382
O -1.559 4.055 0.856 -0.585
O 1.152 -2.467 0.371 -0.938
O -2.907 -2.170 -1.002 -0.376
N -0.056 2.665 -0.077 0.201
N 1.573 -2.904 2.596 -0.466
N 1.079 -1.679 2.819 0.323
N -0.013 1.768 -2.236 0.283
C 0.759 -1.388 4.083 1.133
C 2.717 -5.373 1.915 -0.166
C -0.984 3.719 -0.155 0.236
C -2.253 -1.371 -0.425 0.627
C -1.196 4.452 -1.444 -0.019
C -0.121 4.892 -2.214 0.153
C 0.987 -2.449 5.114 -1.338
C -2.501 4.735 -1.832 -0.318
C 3.486 -6.877 0.204 -0.368
C -0.554 0.950 -4.470 -0.787
C 0.458 1.789 -1.010 0.224
C 1.618 -3.206 1.293 0.830
C -0.085 0.949 3.642 0.796
C -0.699 2.146 4.316 -1.307
C 0.374 0.803 -3.272 -0.598
C 3.030 -6.004 -0.775 -0.628
C -2.000 0.560 -4.180 -0.975
C -0.356 5.621 -3.368 -0.700
C -1.662 5.883 -3.769 -0.395
C 2.264 -4.492 0.935 0.309
C 0.191 -0.175 4.448 -1.108
C -2.732 5.441 -3.004 -0.661
C 2.415 -4.816 -0.411 -0.490
C 3.327 -6.562 1.547 -0.664
C -2.744 -1.330 1.513 0.585
H -0.076 -0.061 5.491 0.264
H 0.477 5.983 -3.958 0.420
H -2.453 1.182 -3.402 0.278
H -3.322 4.401 -1.209 0.460
H -0.983 2.889 3.575 0.281
H -1.843 6.442 -4.679 0.411
H 0.014 2.580 5.020 0.336
H 1.411 0.990 -3.553 0.450
H 3.154 -6.250 -1.822 0.385
H -2.066 -0.475 -3.838 0.235
H 2.023 -2.785 5.097 0.326
H -0.499 1.978 -4.845 0.318
H -3.747 5.653 -3.315 0.415
H 0.313 -0.194 -2.839 0.271
H 3.682 -7.244 2.310 0.381
H -1.574 1.838 4.889 0.383
H 0.369 -3.320 4.885 0.305
H 3.964 -7.807 -0.081 0.375
H 0.734 -2.070 6.103 0.387
H -2.613 0.665 -5.076 0.362
H -0.155 0.316 -5.264 0.404
H 0.139 2.394 0.885 0.163
H 2.052 -4.125 -1.160 0.361
H -0.806 2.347 -2.450 -0.021
H 0.894 4.675 -1.903 0.438
H 2.592 -5.115 2.958 0.442
```

Computed properties:
HOMO-LUMO gap (alpha / beta) ... 3.7 / 3.6 eV
Charge ... 0
E ... -60953.1198 eV
E_LUMO (alpha / beta) ... -3.0 / -3.1 eV
Relative energy (zero: lowest compared OMol25 entry of this formula, charge and spin) ... 494.2 kJ/mol

- Among the records above, which one has the lowest relative energy (zero: lowest compared OMol25 entry of this formula, charge and spin)?
  C25H26ClIrN4O